(1)
Below is 17 unconnected molecules or ions with the total composition C32H104N22O17 in a non-equilibrium geometry, with properties calculated with ωB97M-V with the def2-TZVPD basis set.

Summary:
net charge = 0
Kohn-Sham gap = 8.288 eV
multiplicity = 1

The geometry in XYZ format:
```
175
C32H104N22O17 ωB97M-V with the def2-TZVPD basis set
C -21.300 -12.364 20.660
O -20.350 -13.098 20.339
N -22.232 -11.985 19.766
N -21.496 -11.912 21.915
H -23.099 -11.566 20.057
H -22.064 -12.288 18.812
H -22.219 -11.234 22.091
H -20.822 -12.218 22.594
C -22.702 -4.295 21.241
O -23.780 -3.683 21.162
N -21.797 -4.187 22.220
N -22.420 -5.279 20.364
H -21.816 -3.412 22.858
H -20.949 -4.731 22.141
H -21.556 -5.782 20.453
H -23.161 -5.430 19.700
C -14.276 -10.566 18.186
O -14.843 -11.401 17.487
N -14.874 -9.670 19.019
N -12.935 -10.504 18.319
H -14.317 -8.953 19.437
H -15.875 -9.734 19.100
H -12.573 -9.661 18.761
H -12.315 -10.925 17.649
C -25.389 -10.269 16.385
O -26.125 -9.276 16.402
N -24.058 -10.165 16.578
N -25.819 -11.553 16.231
H -23.527 -10.964 16.880
H -23.717 -9.231 16.805
H -25.137 -12.252 16.452
H -26.791 -11.710 16.043
C -24.575 -9.381 21.652
O -24.045 -10.108 22.493
N -24.182 -8.101 21.473
N -25.496 -9.772 20.741
H -23.500 -7.693 22.085
H -24.567 -7.632 20.666
H -25.561 -9.157 19.930
H -25.936 -10.672 20.736
C -17.682 -10.544 21.817
O -18.673 -9.964 22.251
N -16.414 -10.119 22.025
N -17.744 -11.779 21.248
H -16.310 -9.164 22.323
H -15.618 -10.665 21.757
H -18.558 -12.297 20.955
H -16.861 -12.116 20.904
C -22.792 -6.938 15.879
O -23.206 -7.406 16.944
N -22.833 -7.592 14.697
N -22.317 -5.688 15.728
H -23.551 -8.250 14.442
H -22.223 -7.351 13.936
H -22.248 -5.156 16.584
H -22.547 -5.193 14.887
C -20.949 -13.867 16.858
O -21.673 -12.874 16.947
N -19.991 -14.172 17.790
N -20.873 -14.732 15.810
H -19.807 -15.157 17.878
H -20.152 -13.671 18.668
H -20.225 -15.494 15.811
H -21.255 -14.518 14.904
C -18.304 -7.137 10.345
C -18.932 -8.139 11.306
C -19.730 -7.558 12.494
O -20.140 -8.629 13.330
C -19.181 -9.111 14.266
N -19.812 -8.964 10.469
H -17.492 -6.570 10.808
H -18.993 -6.425 9.889
H -17.829 -7.675 9.523
H -18.167 -8.851 11.635
H -20.585 -7.023 12.079
H -19.082 -6.833 12.996
H -19.752 -9.733 14.954
H -18.662 -8.309 14.793
H -18.441 -9.748 13.776
H -20.130 -9.754 11.026
H -19.226 -9.429 9.782
C -26.464 -5.288 18.048
C -26.355 -6.191 19.291
C -27.643 -6.453 20.050
O -28.291 -5.317 20.597
C -27.546 -4.526 21.574
N -25.795 -7.500 18.803
H -25.542 -5.318 17.469
H -26.785 -4.273 18.291
H -27.252 -5.604 17.359
H -25.647 -5.751 19.997
H -27.493 -7.244 20.795
H -28.391 -6.909 19.396
H -28.091 -3.588 21.582
H -26.499 -4.503 21.279
H -27.636 -5.017 22.546
H -25.046 -7.326 18.135
H -26.408 -8.014 18.170
C -22.883 -10.821 27.308
C -22.876 -10.221 25.915
C -21.655 -9.332 25.553
O -21.994 -8.363 24.619
C -21.005 -7.684 23.888
N -22.994 -11.231 24.872
H -22.048 -11.504 27.469
H -23.828 -11.271 27.608
H -22.786 -10.011 28.038
H -23.678 -9.485 25.803
H -20.895 -9.978 25.093
H -21.217 -8.935 26.481
H -21.483 -7.060 23.131
H -20.354 -8.404 23.383
H -20.473 -6.997 24.553
H -23.205 -10.812 23.962
H -22.056 -11.548 24.636
C -18.419 -1.897 21.019
C -18.262 -2.448 19.631
C -16.803 -2.651 19.248
O -16.714 -3.266 17.976
C -16.738 -2.310 16.907
N -18.988 -3.713 19.617
H -17.814 -2.458 21.738
H -19.427 -1.958 21.429
H -18.112 -0.848 21.063
H -18.726 -1.753 18.920
H -16.398 -3.286 20.038
H -16.308 -1.678 19.236
H -15.884 -1.638 17.016
H -17.619 -1.666 16.922
H -16.685 -2.813 15.945
H -19.976 -3.551 19.475
H -18.681 -4.357 18.895
C -21.518 -8.304 19.641
C -20.077 -8.290 19.055
C -20.103 -9.164 17.791
O -18.786 -9.689 17.522
C -18.540 -11.006 18.015
N -19.774 -6.886 18.743
H -21.722 -9.352 19.873
H -22.303 -8.098 18.912
H -21.558 -7.642 20.497
H -19.386 -8.712 19.786
H -20.283 -8.614 16.867
H -20.856 -9.949 17.895
H -18.494 -11.025 19.109
H -17.620 -11.426 17.614
H -19.418 -11.597 17.743
H -20.368 -6.528 17.994
H -18.958 -6.932 18.122
C -11.902 -6.477 17.539
C -12.557 -6.488 18.932
C -14.069 -6.259 18.868
O -14.627 -6.490 20.149
C -16.032 -6.443 20.159
N -12.211 -7.842 19.442
H -12.588 -6.543 16.695
H -11.037 -7.126 17.424
H -11.441 -5.490 17.412
H -11.990 -5.745 19.497
H -14.502 -6.956 18.145
H -14.159 -5.210 18.572
H -16.463 -5.655 19.537
H -16.285 -6.340 21.214
H -16.471 -7.372 19.773
H -12.759 -7.981 20.290
H -11.238 -7.862 19.724
O -16.630 -9.100 16.093
H -17.473 -9.070 16.585
H -16.219 -9.926 16.376
O -17.841 -5.331 16.754
H -17.307 -4.592 17.125
H -17.198 -5.929 16.357
O -19.348 -6.025 21.520
H -18.748 -5.349 21.178
H -19.560 -6.571 20.734
```


(2)
Below is a molecular structure, C27H19BrN4O8Ru in a non-equilibrium geometry, with properties calculated with ωB97M-V with the def2-TZVPD basis set.

Summary:
net charge = -1
Kohn-Sham gap (spin up / spin down) = 6.754 / 6.795 eV
multiplicity = 2

The geometry in XYZ format:
```
60
C27H19BrN4O8Ru ωB97M-V with the def2-TZVPD basis set
Ru 0.141 0.274 -0.556
O -4.687 -3.063 1.447
C -3.486 -2.526 1.114
C -2.800 -2.899 -0.037
C -1.598 -2.278 -0.310
N -1.090 -1.347 0.486
C -1.739 -0.989 1.587
C -2.941 -1.558 1.951
C -1.107 0.174 2.343
O -1.441 0.363 3.505
O -0.300 0.866 1.636
C -0.805 -2.535 -1.591
O -1.108 -3.519 -2.262
O 0.095 -1.669 -1.804
H -4.948 -3.695 0.769
H -3.172 -3.647 -0.727
H -3.438 -1.249 2.860
C -0.318 0.592 -5.118
O -0.995 1.847 -5.053
C -0.782 2.725 -4.024
C -1.272 3.998 -4.231
C -1.147 4.999 -3.263
C -0.490 4.723 -2.090
C 0.021 3.441 -1.843
C 0.832 3.208 -0.682
N 1.343 2.057 -0.411
N 2.425 1.956 0.383
C 2.766 0.698 0.574
O 2.081 -0.309 0.216
C 4.092 0.479 1.213
C 4.745 -0.732 1.014
C 6.017 -0.933 1.532
C 6.635 0.070 2.264
C 5.978 1.275 2.478
C 4.714 1.483 1.952
C -0.140 2.387 -2.793
O 0.279 1.184 -2.568
H -0.600 0.173 -6.083
H 0.763 0.720 -5.075
H -0.611 -0.086 -4.320
H -1.766 4.208 -5.172
H -1.554 5.984 -3.452
H -0.339 5.499 -1.346
H 1.123 4.057 -0.066
H 4.247 -1.508 0.447
H 6.523 -1.876 1.367
H 7.626 -0.089 2.672
H 6.451 2.058 3.059
H 4.189 2.416 2.099
Br -4.912 3.893 -2.962
C -3.707 2.711 -2.118
C -3.198 3.016 -0.870
C -2.319 2.120 -0.290
N -1.961 0.974 -0.877
C -2.471 0.693 -2.083
C -3.344 1.531 -2.745
H -3.463 3.930 -0.360
H -1.894 2.298 0.690
H -2.162 -0.249 -2.519
H -3.722 1.272 -3.723
```